Density functional theory data (ωB97M-V/def2-TZVPD) for C37H50IrN2O2S2SiTe as an isolated structure.

Computed properties:
HOMO-LUMO gap (alpha / beta) = 7.60 / 4.52 eV
E = -85929.24095 eV
2S+1 = 5
E_HOMO (alpha / beta) = -9.5 / -9.9 eV
ΔE to the lowest compared entry with this formula, charge and spin = 0.0 kcal/mol
Total charge = +1

```
96
Properties=species:S:1:pos:R:3:forces:R:3
Ir 0.59622 0.57506 -0.78610 0.1 0.0 0.1
C 2.14220 1.99328 4.67924 0.0 0.0 0.0
Si 2.46965 0.16204 4.51226 0.0 0.0 0.0
C 3.94706 -0.34158 5.54239 0.0 0.0 0.0
C 0.98191 -0.82912 5.06878 0.0 0.0 0.0
C 2.91041 -0.12020 2.69454 0.0 0.0 0.0
C 4.22720 -0.31406 2.29881 0.0 0.0 0.0
C 4.60904 -0.29905 0.95682 0.0 0.0 0.0
C 3.63750 -0.07230 0.01174 0.0 0.0 0.0
N 2.35953 0.08636 0.36416 0.0 0.1 -0.1
C 1.98535 0.06514 1.65302 0.0 0.0 0.0
S 0.27092 0.32814 1.79608 0.0 0.0 0.0
H 1.79458 2.24977 5.68292 0.0 0.0 0.0
H 1.38093 2.28925 3.95491 0.0 0.0 0.0
H 3.04594 2.56819 4.46860 0.0 0.0 0.0
H 3.72488 -0.19955 6.60231 0.0 0.0 0.0
H 4.83122 0.25669 5.31356 0.0 0.0 0.0
H 4.20077 -1.39497 5.39979 0.0 0.0 0.0
H 0.75864 -0.59247 6.11291 0.0 0.0 0.0
H 1.17391 -1.90109 5.00598 0.0 0.0 0.0
H 0.10368 -0.60041 4.46429 0.0 0.0 0.0
H 4.99283 -0.45879 3.05323 0.0 0.0 0.0
H 5.63998 -0.43203 0.66203 0.0 0.0 0.0
H 3.85560 -0.01324 -1.04719 0.0 0.0 0.0
C 1.82998 4.61734 -0.80204 0.0 0.0 0.0
C 1.74393 3.28307 -0.09702 0.0 0.0 0.0
O 2.31188 3.06175 0.95993 0.0 0.0 0.0
N 0.95238 2.35506 -0.71907 0.0 0.0 0.0
Te -1.95234 3.50652 -0.15058 0.0 0.0 0.0
C -4.00623 3.90196 -0.30350 0.0 0.0 0.0
C -4.70658 4.55622 0.72235 0.0 0.0 0.0
C -4.07594 5.07334 1.98878 0.0 0.0 0.0
C -6.06697 4.77523 0.53561 0.0 0.0 0.0
C -6.73346 4.37660 -0.61463 0.0 0.0 0.0
C -8.20515 4.61687 -0.78305 0.0 0.0 0.0
C -6.00051 3.76130 -1.62634 0.0 0.0 0.0
C -4.64371 3.52188 -1.49851 0.0 0.0 0.0
C -3.90169 2.85351 -2.62320 0.0 0.0 0.0
C -1.96156 2.77320 1.79919 0.0 0.0 0.0
C -1.19629 3.40998 2.77516 0.0 0.0 0.0
C -0.26040 4.55556 2.51106 0.0 0.0 0.0
C -1.30537 2.94529 4.08307 0.0 0.0 0.0
C -2.11186 1.86975 4.41585 0.0 0.0 0.0
C -2.19078 1.36695 5.82817 0.0 0.0 0.0
C -2.82736 1.23356 3.40112 0.0 0.0 0.0
C -2.77134 1.66193 2.08794 0.0 0.0 0.0
C -3.52950 0.90633 1.02912 0.0 0.0 0.0
H 2.72774 5.14002 -0.48106 0.0 0.0 0.0
H 0.96589 5.23060 -0.53257 0.0 0.0 0.0
H 1.82606 4.49140 -1.88335 0.0 0.0 0.0
H -3.07698 5.47872 1.82005 0.0 0.0 0.0
H -3.99200 4.29065 2.74411 0.0 0.0 0.0
H -4.68729 5.87416 2.40113 0.0 0.0 0.0
H -6.61867 5.29139 1.31280 0.0 0.0 0.0
H -8.62318 5.14653 0.07059 0.0 0.0 0.0
H -8.73794 3.67109 -0.89292 0.0 0.0 0.0
H -8.39955 5.20487 -1.68092 0.0 0.0 0.0
H -6.50184 3.46412 -2.54042 0.0 0.0 0.0
H -4.55050 2.72471 -3.48712 0.0 0.0 0.0
H -3.53240 1.86712 -2.33692 0.0 0.0 0.0
H -3.04265 3.44613 -2.95115 0.0 0.0 0.0
H -0.35292 4.97048 1.50583 0.0 0.0 0.0
H 0.77281 4.22396 2.62624 0.0 0.0 0.0
H -0.44126 5.36944 3.21446 0.0 0.0 0.0
H -0.72718 3.43691 4.85754 0.0 0.0 0.0
H -1.63231 2.00770 6.50824 0.0 0.0 0.0
H -1.77983 0.35810 5.89699 0.0 0.0 0.0
H -3.22593 1.32234 6.16905 0.0 0.0 0.0
H -3.43312 0.36679 3.64269 0.0 0.0 0.0
H -3.78847 -0.08658 1.39376 0.0 0.0 0.0
H -2.92612 0.77177 0.12688 0.0 0.0 0.0
H -4.45455 1.41490 0.74970 0.0 0.0 0.0
C -0.94385 0.67297 -2.17170 0.0 0.1 0.0
H -0.57708 0.09004 -3.02467 0.0 0.0 0.0
H -1.15913 1.67775 -2.53606 0.0 0.0 0.0
H -1.87178 0.19748 -1.84083 0.0 0.0 0.0
C 4.45358 -4.51088 3.26408 0.0 0.0 0.0
C 3.28046 -4.01289 2.46928 0.0 0.0 0.0
C 3.43137 -3.70814 1.11527 0.0 0.0 0.0
C 2.37140 -3.22699 0.37170 0.0 0.0 0.0
C 1.14589 -3.03651 0.99464 0.0 0.0 0.0
C 0.96984 -3.31085 2.33988 0.0 0.0 0.0
C 2.03999 -3.81407 3.06603 0.0 0.0 0.0
S -0.23878 -2.42702 0.07461 0.0 0.0 0.0
C -0.57960 -3.88134 -0.90763 0.0 0.0 0.0
O 0.33492 -1.50253 -1.01268 0.0 0.0 0.0
H 4.99211 -5.28918 2.72355 0.0 0.0 0.0
H 4.14233 -4.91294 4.22670 0.0 0.0 0.0
H 5.15772 -3.69707 3.45041 0.0 0.0 0.0
H 4.39586 -3.84851 0.64221 0.0 0.0 0.0
H 2.49446 -2.97441 -0.67441 0.0 0.0 0.0
H 0.01847 -3.11452 2.81941 0.0 0.0 0.0
H 1.91261 -4.04277 4.11711 0.0 0.0 0.0
H 0.31295 -4.14610 -1.47109 0.0 0.0 0.0
H -1.40198 -3.63738 -1.57701 0.0 0.0 0.0
H -0.86385 -4.68610 -0.23099 0.0 0.0 0.0
```
Forces are in eV/Å.